Here is a cluster of 20 separate species, C34H108O34S7 in total at a distorted geometry from OMol25. Energies are from wB97M-V/def2-TZVPD.

Orbital gap = 9.24 eV

```
183
C34H108O34S7 | OMol25 | wB97M-V/def2-TZVPD
O -7.97022 -1.39747 2.89391
S -6.73403 -0.82716 2.36759
O -6.56650 -0.02545 1.16662
O -5.99366 0.01948 3.62877
C -5.76499 -0.68604 4.88393
C -5.57065 0.40551 5.96898
C -5.55950 -2.19920 2.20734
H -4.90905 -1.36025 4.91392
H -6.61807 -1.32453 5.11346
H -5.16451 1.34392 5.59144
H -4.89971 0.11085 6.77589
H -6.43275 0.72152 6.55637
H -4.55459 -1.80475 2.05680
H -5.74462 -2.65933 1.23672
H -5.62822 -2.80830 3.10866
O 7.52925 3.78023 1.83077
S 7.14602 4.42354 0.58251
O 7.95083 4.25400 -0.65574
O 5.56140 4.10430 0.24962
C 4.79293 3.42408 1.22239
C 3.38725 3.06805 0.69944
C 6.94398 6.19818 0.85425
H 4.84296 4.03567 2.12325
H 5.26088 2.48680 1.52343
H 3.46988 2.43019 -0.18057
H 2.73217 3.88187 0.38852
H 2.75779 2.47807 1.36560
H 7.65761 6.51719 1.61391
H 5.98583 6.36786 1.34542
H 6.86660 6.80332 -0.04903
O 3.32506 -0.10318 -1.19588
S 1.89481 -0.37036 -1.45570
O 1.57232 -1.46748 -2.32947
O 1.08370 -0.56549 0.02322
C -0.16241 -1.13502 -0.07052
C -0.70564 -0.94112 1.35474
C 1.00966 1.18869 -2.07945
H -0.06837 -2.19950 -0.28533
H -0.76644 -0.61129 -0.81143
H -0.57305 0.06405 1.75491
H -0.11981 -1.55421 2.03959
H -1.76553 -1.19427 1.38050
H 1.25652 1.30900 -3.13429
H 1.43103 1.92618 -1.39632
H -0.06945 1.16030 -1.92840
O 0.64107 -4.58622 1.78958
S 2.03810 -4.08087 2.01034
O 2.31691 -2.97463 2.94064
O 3.07794 -5.33127 2.36642
C 4.39017 -4.97413 2.86287
C 4.99376 -6.38252 3.12678
C 2.66472 -3.67107 0.29356
H 4.30943 -4.51751 3.84932
H 5.00929 -4.35811 2.21071
H 4.45802 -6.92513 3.90567
H 6.02917 -6.27141 3.44875
H 4.97921 -6.89163 2.16309
H 2.46918 -4.50320 -0.38277
H 3.72144 -3.40797 0.34084
H 2.18498 -2.77886 -0.10881
O -2.78529 -1.62496 -2.64786
S -4.16013 -1.92432 -2.19121
O -4.51247 -1.98383 -0.79287
O -5.05973 -0.82692 -2.98023
C -6.45877 -0.59339 -2.58272
C -6.99437 0.65575 -3.35988
C -4.68379 -3.53234 -3.02977
H -6.55244 -0.49566 -1.50117
H -7.08091 -1.44291 -2.86444
H -6.76559 0.62825 -4.42525
H -6.46822 1.54757 -3.01939
H -8.08133 0.73291 -3.38547
H -5.75319 -3.73417 -2.96852
H -4.12828 -4.36132 -2.59125
H -4.39274 -3.34909 -4.06409
O -1.76545 -5.63892 -4.04070
S -0.59276 -4.71968 -4.10447
O 0.67556 -5.15300 -4.65600
O -1.16855 -3.41468 -4.99174
C -0.27669 -2.35277 -5.28861
C 0.49416 -2.65169 -6.58339
C -0.49713 -3.85127 -2.44384
H 0.35602 -2.11505 -4.43347
H -0.88365 -1.47189 -5.49776
H -0.23509 -2.81497 -7.37689
H 1.19050 -3.46763 -6.38986
H 1.19107 -1.85320 -6.83802
H 0.44904 -4.10829 -1.96761
H -1.38938 -4.28335 -1.99075
H -0.49893 -2.78910 -2.68856
O -5.25239 5.01329 2.06845
S -5.18649 3.88909 2.95812
O -6.40352 3.49333 3.68459
O -4.50385 2.59849 2.16979
C -4.27728 2.68195 0.78618
C -3.70736 1.40626 0.25157
C -3.84290 4.17527 4.14177
H -3.78948 3.61484 0.50359
H -5.28183 2.81162 0.38348
H -2.78862 1.55910 -0.31470
H -4.52355 0.95394 -0.31176
H -3.51159 0.74154 1.09296
H -4.18855 4.70602 5.02886
H -3.02986 4.57879 3.53825
H -3.43205 3.22031 4.46943
C -2.48300 0.42249 4.41389
O -1.74654 1.60885 4.83558
H -3.40582 0.66123 3.88521
H -1.86704 -0.15864 3.72761
H -2.58526 -0.20746 5.29752
H -0.84156 1.39510 5.07417
C 4.72138 -0.51082 1.94863
O 4.70325 -0.37203 3.38112
H 4.77201 -1.58333 1.76084
H 3.85376 -0.01265 1.51601
H 5.68266 -0.13805 1.59497
H 4.45412 0.52502 3.61531
C -1.77853 -3.34902 4.34472
O -3.12435 -3.26183 4.71854
H -1.55497 -4.37814 4.06359
H -1.44909 -2.84309 3.43720
H -1.29196 -3.01577 5.26140
H -3.20985 -3.13805 5.66668
C 3.30685 5.18371 -2.38971
O 2.58707 4.05355 -2.73520
H 3.45167 5.86140 -3.23105
H 2.79694 5.70053 -1.57669
H 4.32168 4.98248 -2.04660
H 2.99374 3.60137 -3.47801
C 6.25407 1.64862 -1.72239
O 6.70339 0.86436 -2.81789
H 6.94574 1.67831 -0.88049
H 6.02899 2.69549 -1.92615
H 5.30340 1.17673 -1.47407
H 6.99852 0.04385 -2.41631
C -2.96081 1.60789 -3.56684
O -2.91519 2.98784 -3.52129
H -3.89635 1.22745 -3.97687
H -2.13661 1.02762 -3.98167
H -2.85372 1.15922 -2.57925
H -3.75050 3.33280 -3.19746
C 6.24845 -1.91945 -1.08136
O 7.30444 -1.54614 -1.89956
H 6.53249 -2.44387 -0.16900
H 5.71778 -1.00428 -0.81881
H 5.48215 -2.48487 -1.61163
H 7.66350 -2.38779 -2.18989
C -2.66963 -4.12660 0.84224
O -3.47556 -4.63527 -0.18125
H -3.09187 -3.18279 1.18725
H -2.70828 -4.83958 1.66581
H -1.63444 -3.87190 0.61508
H -4.38454 -4.73925 0.10953
C 0.11811 3.40515 2.12256
O -0.16371 4.70854 1.61283
H -0.78189 2.92394 2.50534
H 0.54652 2.66885 1.44253
H 0.78415 3.51418 2.97849
H -0.03599 4.69730 0.66143
C 1.01550 -0.57919 4.87376
O 0.46702 0.35991 5.75539
H 0.30160 -1.09544 4.23195
H 1.70751 -0.08464 4.19212
H 1.54130 -1.38211 5.39045
H 1.18276 0.87657 6.13272
C -0.87258 4.78784 -1.78476
O 0.40437 4.72645 -1.12324
H -1.45559 5.68365 -1.57093
H -0.70429 4.76476 -2.86145
H -1.51728 4.01242 -1.37103
H 1.03570 4.35179 -1.74182
C 3.93098 -0.72259 -4.39174
O 5.17833 -0.47848 -4.84248
H 3.98087 -1.57849 -3.71866
H 3.60221 0.20117 -3.91563
H 3.23310 -1.04607 -5.16403
H 5.50532 -1.26135 -5.29171
C 0.18927 2.25401 -5.75771
O 1.28436 1.39812 -5.77686
H -0.15273 2.55537 -4.76760
H 0.44896 3.17107 -6.28654
H -0.62276 1.80040 -6.32598
H 1.98492 2.00302 -5.52209
```